1.
Entry from the Open Molecules 2025 dataset: a 3-piece molecular cluster, C18H27BrClN2O4PS overall in a non-equilibrium geometry (wB97M-V/def2-TZVPD).

Values from the calculation:
orbital gap: 9.23 eV
total energy: -132962.1667 eV
SMILES: O=C(O)CCC[PH2](Br)CCCCS(=O)(=O)Cl.c1ccncc1.c1ccncc1

```
55
Properties=species:S:1:pos:R:3:forces:R:3
O 1.366 5.614 -2.878 0.1 0.1 0.1
C 0.607 5.610 -3.801 -0.2 -0.1 -0.2
O 1.050 5.659 -5.093 0.0 0.0 0.0
C -0.899 5.599 -3.744 0.1 0.0 0.0
C -1.626 4.342 -4.294 0.0 0.0 -0.1
C -0.783 3.208 -4.894 -0.1 0.0 0.1
P -0.561 1.648 -3.957 0.1 -0.5 -0.9
Br -0.507 2.766 -1.797 0.0 0.2 0.5
C -0.475 0.557 -5.514 -0.1 0.1 0.0
C 0.232 -0.778 -5.307 0.1 -0.1 0.1
C -0.591 -1.792 -4.496 -0.1 -0.1 0.1
C 0.239 -2.651 -3.523 0.0 0.0 -0.2
S -0.130 -2.171 -1.856 0.2 -0.2 0.1
O -1.264 -2.898 -1.389 -0.2 0.1 0.0
O -0.038 -0.753 -1.728 -0.1 0.1 0.0
Cl 1.476 -2.933 -0.871 0.2 -0.1 0.1
H 2.018 5.699 -5.045 0.0 0.0 0.0
H -1.216 6.460 -4.336 0.0 0.0 0.1
H -1.174 5.775 -2.708 0.0 -0.1 0.0
H -2.237 3.934 -3.493 0.0 0.0 0.0
H -2.313 4.675 -5.073 0.0 0.0 0.0
H -1.228 2.879 -5.834 0.0 0.1 0.0
H 0.230 3.532 -5.139 0.0 -0.1 0.0
H -1.716 1.047 -3.466 0.0 0.0 0.1
H 0.708 1.224 -3.560 0.0 0.1 0.2
H -1.491 0.383 -5.889 0.0 0.1 0.0
H 0.051 1.122 -6.291 0.0 0.0 0.0
H 1.199 -0.603 -4.820 -0.1 0.0 0.1
H 0.466 -1.221 -6.278 0.1 0.0 0.0
H -1.371 -1.269 -3.938 0.0 0.0 0.0
H -1.114 -2.470 -5.171 0.0 0.1 0.0
H 0.009 -3.714 -3.571 0.0 0.0 0.0
H 1.311 -2.513 -3.653 0.0 0.0 0.0
N 0.384 0.088 3.462 0.0 0.0 0.0
C 0.070 -0.430 2.276 0.0 0.0 0.0
C -0.508 -1.683 2.119 -0.1 0.0 0.0
C -0.777 -2.437 3.249 0.0 0.0 0.0
C -0.457 -1.909 4.490 0.0 0.0 0.0
C 0.117 -0.647 4.538 0.0 0.0 0.0
H 0.290 0.183 1.409 0.0 0.0 0.0
H -0.753 -2.051 1.131 0.0 0.0 0.0
H -1.226 -3.419 3.164 0.0 0.0 0.0
H -0.644 -2.458 5.403 0.0 0.0 0.0
H 0.378 -0.204 5.493 0.0 0.0 0.0
N 1.520 -4.260 8.190 0.0 0.0 0.0
C 0.985 -4.123 9.401 0.0 0.0 0.0
C 0.665 -2.897 9.966 0.0 0.0 0.0
C 0.914 -1.747 9.233 0.0 0.0 0.0
C 1.473 -1.875 7.972 0.0 0.0 0.0
C 1.756 -3.148 7.498 0.0 0.0 0.0
H 0.803 -5.041 9.949 0.0 0.0 0.0
H 0.230 -2.850 10.955 0.0 0.0 0.0
H 0.675 -0.771 9.636 0.0 0.0 0.0
H 1.687 -1.009 7.361 0.0 0.0 0.0
H 2.189 -3.280 6.512 0.0 0.0 0.0
```
Positions in Å, forces in eV/Å.

---

2.
Entry from the Open Molecules 2025 dataset: C18H27ClN2O2 as an isolated structure in a non-equilibrium geometry (wB97M-V/def2-TZVPD).

Values from the calculation:
orbital gap: 8.20 eV
ΔE to the lowest compared entry with this formula, charge and spin: 1538.01 kJ/mol
total energy: -38687.1093 eV

```
50
Properties=species:S:1:pos:R:3:forces:R:3
C -5.358 -3.803 0.834 0.1 -1.5 -6.4
H -5.849 -3.285 1.489 -2.8 3.3 3.9
C -5.308 -2.991 -0.618 -4.9 -8.2 0.8
C -4.975 -1.650 -0.530 0.7 3.1 -4.1
C -3.519 -1.654 -0.333 -6.5 11.4 13.8
H -3.023 -2.157 -0.845 8.0 -8.1 -8.3
H -3.426 -1.987 0.985 0.4 0.9 -4.3
C -3.026 -0.009 -0.364 -0.1 -5.0 8.7
C -1.595 -0.090 0.136 2.1 -2.0 7.0
O -1.216 -0.591 1.322 -2.4 2.0 -5.7
N -0.713 0.471 -0.694 0.7 0.5 2.0
N 0.600 0.227 -0.809 4.0 -2.5 -0.4
C 1.452 0.305 0.169 -4.9 6.4 1.7
C 2.885 0.281 0.180 -1.0 -1.1 -9.0
C 3.659 -0.031 1.132 -1.3 0.2 11.6
C 4.944 -0.334 1.245 4.3 -1.3 -6.2
C 5.603 -0.536 -0.097 -9.1 2.5 3.5
C 4.746 -0.231 -1.195 6.5 -1.4 -5.0
C 3.543 0.205 -1.189 -5.2 0.5 6.0
H 2.782 0.295 -1.871 -0.7 0.5 -2.6
H 5.178 -0.246 -2.349 -0.4 -0.4 3.1
Cl 7.133 -0.621 -0.173 7.1 -1.0 -0.8
H 5.627 -0.355 2.043 0.0 -0.2 1.3
H 3.180 0.069 2.425 0.9 -0.4 -4.0
C 0.955 1.375 1.264 2.8 -7.5 5.2
H 0.587 0.528 2.199 -0.1 2.3 -2.6
H 1.782 1.554 1.985 -0.1 1.2 -1.3
H 0.219 2.078 1.187 -1.8 1.6 -0.9
H -1.108 0.335 -1.539 -1.2 0.4 -4.0
C -3.750 0.853 0.788 -2.4 1.1 0.5
C -3.104 2.348 0.962 -2.6 -3.7 0.9
C -3.009 3.152 -0.312 3.7 2.2 3.8
C -4.285 3.761 -0.652 2.9 1.3 -0.1
H -4.858 4.105 0.113 -0.9 2.0 2.5
H -4.195 4.363 -1.480 0.3 2.4 -1.5
H -4.916 3.127 -1.004 -3.9 -5.1 -2.5
H -2.445 2.668 -1.175 -0.6 0.9 1.5
H -2.349 4.040 0.379 -1.1 -1.7 -3.2
H -3.721 2.784 1.802 0.1 0.2 -1.4
H -2.242 2.173 1.528 2.1 -0.1 0.1
H -3.812 0.280 1.821 0.5 1.1 -2.3
H -4.920 1.136 0.545 2.7 -1.2 0.1
O -3.121 0.407 -1.547 2.3 2.8 -5.6
H -3.993 0.408 -1.815 -2.9 0.1 -1.2
H -5.348 -1.081 -1.538 1.0 -1.0 1.9
H -5.473 -1.183 0.249 -0.9 1.1 1.5
H -4.754 -3.713 -1.271 0.2 1.2 0.3
H -6.362 -3.260 -0.926 0.7 1.1 -0.2
H -4.359 -3.781 1.008 2.8 -1.3 1.5
H -5.933 -4.746 0.700 1.2 0.3 0.0
```
Positions in Å, forces in eV/Å.

---

3.
Entry from the Open Molecules 2025 dataset: C18H27CoN2O5P2S as an isolated structure in a non-equilibrium geometry (wB97M-V/def2-TZVPD).

Values from the calculation:
orbital gap (spin up / spin down): 8.28 / 6.31 eV
total energy: -99345.1863 eV
multiplicity: 5
charge: +2

```
56
Properties=species:S:1:pos:R:3:forces:R:3
Co -0.003 0.344 -0.171 -0.7 0.4 1.4
P -2.200 0.428 -0.539 -0.5 -1.1 1.0
C -2.121 0.809 -2.257 -0.4 0.9 -0.9
C -0.912 1.364 -2.727 1.1 0.4 -0.4
N 0.197 1.194 -1.915 0.8 0.0 -0.7
C 1.439 1.504 -2.333 -0.8 0.3 0.0
C 1.632 2.207 -3.516 0.4 0.0 -0.2
C 0.543 2.486 -4.336 -0.2 0.0 0.0
C -0.716 2.034 -3.967 -0.6 -0.4 0.3
C 2.579 1.093 -1.438 -0.4 0.2 0.1
P 2.145 -0.425 -0.449 1.4 -0.1 -1.2
H -1.590 2.166 -4.600 0.3 0.1 0.0
H 2.642 2.507 -3.783 -0.2 0.0 -0.1
H 0.678 3.030 -5.272 0.0 -0.2 0.3
H 3.485 0.895 -2.028 -0.2 -0.1 0.2
H 2.808 1.887 -0.707 -0.1 -0.2 -0.1
H -2.058 -1.249 -3.550 0.1 -0.7 -0.3
H -3.003 0.845 -2.899 0.2 0.0 0.1
H -1.010 -2.957 -2.625 0.5 -0.4 1.1
O -1.793 -2.160 -3.783 -0.6 0.7 -0.7
H -2.332 -2.438 -4.548 0.3 0.2 0.5
H 0.626 -1.070 -0.380 0.9 -0.4 0.1
O -0.639 -3.206 -1.728 0.9 0.5 -0.5
H 0.319 -3.364 -1.863 -1.0 -0.2 0.0
C 2.639 -1.820 -1.482 -0.1 -0.1 0.1
H 3.684 -1.708 -1.809 -0.4 -0.1 0.2
H 2.519 -2.726 -0.869 0.1 0.1 -0.3
H 1.963 -1.869 -2.349 0.3 0.0 0.2
C 3.245 -0.348 0.976 -0.5 -0.2 0.7
H 3.063 -1.227 1.611 0.2 0.2 -0.1
H 4.298 -0.345 0.645 -0.5 -0.1 -0.2
H 3.049 0.575 1.544 0.0 -0.3 -0.2
C -2.965 1.796 0.365 -0.1 0.3 -0.2
H -3.918 2.037 -0.122 0.1 0.1 0.2
H -3.142 1.490 1.403 0.0 -0.1 -0.3
H -2.298 2.669 0.367 -0.2 -0.2 -0.1
C -3.160 -1.071 -0.255 -0.3 0.0 -0.2
H -3.193 -1.226 0.839 0.0 0.0 -0.5
H -4.174 -0.914 -0.664 0.3 -0.3 0.3
H -2.651 -1.919 -0.745 -0.3 0.3 0.2
O -1.431 -0.439 2.658 1.5 1.7 0.0
C -0.670 0.535 2.704 -1.1 -1.4 -0.3
N 0.012 0.996 1.568 0.8 0.9 -1.1
S 0.660 2.568 1.712 -0.7 0.1 1.6
O 2.090 2.572 1.484 -0.7 -0.3 -0.6
O -0.171 3.517 0.998 0.8 -1.0 0.2
C 0.346 2.557 3.446 0.1 0.7 0.8
C 0.705 3.535 4.371 0.0 0.0 0.1
C 0.345 3.332 5.718 -0.3 -0.6 -0.3
C -0.404 2.190 6.109 0.4 0.4 -0.4
C -0.772 1.243 5.153 0.1 -0.1 -0.3
C -0.356 1.423 3.830 -0.5 0.2 0.7
H 1.250 4.425 4.036 -0.2 -0.3 0.3
H 0.639 4.058 6.474 -0.1 -0.1 -0.2
H -0.673 2.041 7.159 0.1 0.1 -0.4
H -1.364 0.349 5.375 0.3 0.4 0.1
```
Positions in Å, forces in eV/Å.